Density functional theory data (ωB97M-V/def2-TZVPD) for 2 unconnected molecules or ions with the total composition C2H4O3 at a distorted geometry.

Positions of all 9 atoms, in Å:
O 0.7062 -0.7642 -2.5009
C 0.6169 1.3304 1.9129
H 1.5051 0.7898 1.6119
H -0.3514 -2.1738 -1.6683
O -1.0842 -0.3928 -1.1585
O 0.6724 2.5439 1.7390
H -0.1083 0.8776 2.5362
H -1.7523 -0.9961 -0.6550
C -0.2044 -1.2147 -1.8171

Values from the calculation:
* Kohn-Sham gap: 10.39 eV
* HOMO energy: -10.22 eV
* multiplicity: 1
* electronic energy: -8279.5938 eV
* E_LUMO: 0.175 eV
* max |F|: 7.3 eV/Å

natural (NBO) population analysis, charges in e, atoms 1 to 2: O -0.538; C 0.256